1.
Below is a molecular structure, C12H14F3GeNO8RhS, with properties calculated with ωB97M-V/def2-TZVPD.

XYZ file:
```
41
Properties=species:S:1:pos:R:3
Rh -0.3932 0.3852 -0.0125
O -2.8409 -4.8933 -1.0679
C -2.3338 -3.6503 -0.8751
C -1.7396 -2.9347 -1.9144
C -1.2366 -1.6849 -1.6341
N -1.3515 -1.2133 -0.3999
C -1.9036 -1.8619 0.6201
C -2.4310 -3.1143 0.4083
C -1.8329 -1.0878 1.9376
O -2.4299 -1.5145 2.9063
O -1.1200 -0.0099 1.8699
C -0.5263 -0.7353 -2.6030
O -0.4700 -1.0446 -3.7793
O -0.0646 0.3354 -2.0499
H -2.6446 -5.1805 -1.9659
H -1.6466 -3.3304 -2.9179
H -2.8760 -3.6683 1.2214
C 0.7663 2.7638 2.3661
Ge 0.3327 3.0805 0.4886
C -0.3580 4.9030 0.2579
C 1.9065 2.8364 -0.6503
C -1.3552 2.0359 -0.1281
H 1.4323 3.5453 2.7359
H 1.2544 1.7950 2.4760
H -0.1401 2.7479 2.9707
H 0.3981 5.6328 0.5524
H -1.2443 5.0533 0.8743
H -0.6223 5.0758 -0.7852
H 2.7148 3.4813 -0.3008
H 1.6663 3.0912 -1.6825
H 2.2464 1.8006 -0.6298
H -1.6067 2.4266 -1.1157
H -2.0899 2.3144 0.6311
F 3.3158 -2.6559 -1.4168
C 3.5521 -2.2866 -0.1527
F 4.2716 -1.1563 -0.1846
F 4.3121 -3.2356 0.4137
S 1.9860 -2.0609 0.7876
O 1.3236 -3.3349 0.6648
O 2.4163 -1.6522 2.0960
O 1.3624 -0.9982 -0.0123
```

Results
- Total charge: -1
- HOMO level: -0.2297 Ha
- Molecular weight: 564.82 g/mol
- Frontier orbital gap: 8.66 eV

Atomic partial charges in e from the Löwdin method, atoms 1 to 6:
1. Rh 1.068
2. O 0.075
3. C -0.267
4. C 0.083
5. C -0.132
6. N -0.005



2.
Below is 2 unconnected molecules or ions with the total composition C10H13NO2PS at a distorted geometry, with properties calculated with ωB97M-V/def2-TZVPD.

XYZ file:
```
28
Properties=species:S:1:pos:R:3
C 3.5370 -1.5359 -0.3805
C 2.6912 -1.3409 -1.4429
C 3.5975 -0.7411 0.7270
C 1.9581 -0.1740 -1.4364
C 2.6558 0.1865 0.7729
C 1.9309 0.6053 -0.2894
C -1.0379 -0.4239 0.5342
C -2.6920 1.4134 0.8213
C -3.5508 -0.9471 0.2272
C -2.4237 0.0491 0.2073
N -0.6964 -1.5945 0.8966
O 0.1567 2.3279 -1.4734
O 0.8213 2.9183 0.9020
P 0.6050 1.8860 -0.1165
S -2.1436 0.2606 -1.6374
H 4.2796 -2.3892 -0.4708
H 2.7876 -1.9880 -2.3410
H 4.2523 -0.8313 1.5558
H 1.4826 0.2466 -2.3208
H 2.5186 0.7737 1.7868
H -1.8906 2.1895 0.8704
H -2.8283 1.3775 1.9449
H -3.5081 1.7959 0.2514
H -3.7767 -1.5431 -0.7168
H -4.3651 -0.2809 0.4315
H -3.4699 -1.5825 1.1303
H 0.2516 -1.8162 1.2818
H -1.1428 1.1581 -1.7158
```

Results
- Total charge: -1
- HOMO level (alpha / beta): -0.1178 / -0.1174 Ha
- Molecular weight: 242.26 g/mol
- Frontier orbital gap (alpha / beta): 6.52 / 6.51 eV

Atomic partial charges in e from the Löwdin method, atoms 1 to 6:
1. C -0.135
2. C -0.098
3. C -0.132
4. C -0.094
5. C -0.161
6. C -0.301



Let's list energy relative to the best compared isomer or geometry (same formula, charge and spin) in order: 0.2540 0.0000 eV.